Arrangement one

Density functional theory data (ωB97M-V/def2-TZVPD) for a 8-piece molecular cluster, C18H53N2O10 overall.

Bonds (Å) are listed after each position.
CARTESIAN COORDINATES (ANGSTROEM)
1 O 8.37 -3.56 -3.04  C13 1.422, C16 1.408
2 O -1.01 -4.39 1.44  C17 1.377, H50 0.995
3 O -3.75 -2.81 1.40  C18 1.407, H37 0.983
4 O -0.91 2.74 2.64  C24 1.409, C29 1.466
5 O -1.46 -2.24 -0.12  C27 1.464
6 O 3.36 -1.99 1.79  C14 1.415, C23 1.421
7 O -4.38 2.80 -0.79  C22 1.413, H76 0.915
8 O -3.00 -1.44 -2.19  C15 1.425, H54 1.016
9 O 0.59 -2.56 -1.69  C26 1.387, H66 0.980
10 O -3.52 8.23 0.19  C25 1.437, C30 1.419
11 N 5.81 -3.41 -0.41  C19 1.498, C28 1.473, H79 0.990
12 N -2.30 4.59 -0.26  C20 1.504, C21 1.474, H48 0.920
13 C 7.45 -4.13 -2.11  O1 1.422, C19 1.516, H52 1.077, H58 0.986
14 C 4.04 -3.05 1.14  O6 1.415, C28 1.493, H40 1.239, H45 1.176
15 C -2.72 -0.14 -2.70  O8 1.425, H67 1.119, H70 1.120, H77 1.204
16 C 7.76 -3.29 -4.27  O1 1.408, H31 1.086, H80 1.074, H82 1.264
17 C -1.39 -5.32 0.51  O2 1.377, H34 1.136, H49 1.110, H71 1.109
18 C -4.62 -1.73 1.15  O3 1.407, H46 1.131, H60 1.086, H78 1.011
19 C 6.96 -2.97 -1.28  N11 1.498, C13 1.516, H41 1.004, H73 0.968
20 C -1.54 4.36 1.02  N12 1.504, C29 1.385, H57 1.055, H61 1.162
21 C -3.25 5.72 -0.24  N12 1.474, C30 1.700, H65 1.068, H68 1.181
22 C -4.35 1.85 0.26  O7 1.413, H33 1.070, H51 1.108, H55 1.101
23 C 2.01 -2.31 2.07  O6 1.421, H32 1.126, H47 1.170, H63 1.189
24 C -0.97 1.41 3.07  O4 1.409, H36 1.111, H74 1.056, H81 1.124
25 C -4.50 8.25 1.24  O10 1.437, H38 1.072, H42 1.114, H44 1.143
26 C 1.32 -1.38 -1.70  O9 1.387, H43 1.174, H62 1.010, H72 1.112
27 C -1.17 -1.27 0.94  O5 1.464, H53 1.032, H59 1.114, H64 1.028
28 C 5.24 -2.42 0.51  N11 1.473, C14 1.493, H56 1.113, H75 1.119
29 C -1.14 3.05 1.22  O4 1.466, C20 1.385, H39 1.073, H69 1.025
30 C -2.56 7.19 0.25  O10 1.419, C21 1.700, H35 0.965, H83 1.073
31 H 7.63 -4.06 -5.03  C16 1.086
32 H 1.40 -1.45 2.47  C23 1.126
33 H -4.07 2.35 1.16  C22 1.070
34 H -2.25 -5.91 0.96  C17 1.136
35 H -1.85 7.21 -0.40  C30 0.965
36 H -0.29 0.66 2.60  C24 1.111
37 H -2.94 -2.67 0.85  O3 0.983
38 H -5.14 7.42 1.45  C25 1.072
39 H -0.16 3.05 0.79  C29 1.073
40 H 3.55 -3.47 0.09  C14 1.239
41 H 6.60 -2.46 -2.06  C19 1.004
42 H -5.28 8.98 0.93  C25 1.114
43 H 1.97 -1.35 -2.67  C26 1.174
44 H -4.07 8.74 2.18  C25 1.143
45 H 4.32 -3.73 2.06  C14 1.176
46 H -4.73 -1.30 0.11  C18 1.131
47 H 1.91 -3.30 2.68  C23 1.170
48 H -1.74 4.68 -0.98  N12 0.920
49 H -0.48 -5.95 0.43  C17 1.110
50 H -1.22 -3.45 1.17  O2 0.995
51 H -3.67 1.07 -0.15  C22 1.108
52 H 8.11 -4.90 -1.76  C13 1.077
53 H -1.85 -0.50 0.91  C27 1.032
54 H -2.26 -1.65 -1.53  O8 1.016
55 H -5.35 1.45 0.48  C22 1.101
56 H 5.95 -2.03 1.27  C28 1.113
57 H -2.13 4.75 1.80  C20 1.055
58 H 6.72 -4.54 -2.65  C13 0.986
59 H -0.14 -0.87 0.84  C27 1.114
60 H -5.66 -2.03 1.20  C18 1.086
61 H -0.62 5.07 1.09  C20 1.162
62 H 0.69 -0.59 -1.62  C26 1.010
63 H 1.62 -2.64 1.00  C23 1.189
64 H -1.24 -1.61 1.91  C27 1.028
65 H -3.79 6.08 -1.09  C21 1.068
66 H -0.13 -2.34 -1.06  O9 0.980
67 H -3.66 0.43 -2.93  C15 1.119
68 H -4.18 5.47 0.44  C21 1.181
69 H -1.82 2.39 0.84  C29 1.025
70 H -2.23 0.43 -1.87  C15 1.120
71 H -1.67 -4.81 -0.44  C17 1.109
72 H 1.93 -1.15 -0.80  C26 1.112
73 H 7.58 -2.44 -0.75  C19 0.968
74 H -0.89 1.21 4.10  C24 1.056
75 H 4.90 -1.56 -0.13  C28 1.119
76 H -3.76 3.45 -0.61  O7 0.915
77 H -1.84 -0.20 -3.52  C15 1.204
78 H -4.59 -1.02 1.87  C18 1.011
79 H 5.13 -3.62 -1.09  N11 0.990
80 H 8.58 -2.65 -4.51  C16 1.074
81 H -2.00 0.97 3.08  C24 1.124
82 H 6.70 -2.59 -4.26  C16 1.264
83 H -1.94 7.22 1.13  C30 1.073

Calculated values
LUMO energy in Eh: 0.081
Charge: -1
HOMO energy in eV: -5.530
Orbital gap in eV: 7.73

***

Arrangement two

Density functional theory data (ωB97M-V/def2-TZVPD) for a 8-piece molecular cluster, C18H53N2O10 overall.

Bonds (Å) are listed after each position.
CARTESIAN COORDINATES (ANGSTROEM)
1 O 27.09 10.83 8.72  C18 1.426, H40 1.055
2 O 32.82 9.75 8.77  C15 1.454, C19 1.471
3 O 31.75 2.85 10.29  C23 1.394, C25 1.448
4 O 28.97 6.92 1.26  C20 1.440, H37 0.964
5 O 25.34 8.78 6.15  C29 1.430, H73 0.846
6 O 28.21 10.02 3.81  C13 1.300, H44 0.889
7 O 27.17 6.18 8.01  C28 1.388, H45 1.019
8 O 25.25 10.14 11.04  C16 1.437, C17 1.431
9 O 29.14 10.73 10.76  C22 1.389, C24 1.401
10 O 27.89 8.72 7.28  C21 1.417
11 N 33.13 6.17 9.48  C14 1.470, C26 1.502, H55 0.963
12 N 27.36 8.83 11.80  C27 1.496, C30 1.508, H48 1.016
13 C 27.25 10.89 3.84  O6 1.300, H54 1.106, H58 1.165, H78 1.116
14 C 32.15 5.10 9.70  N11 1.470, C23 1.646, H32 1.118, H63 1.037
15 C 32.69 10.07 7.36  O2 1.454, H42 1.243, H57 1.054, H82 1.226
16 C 23.94 10.72 11.17  O8 1.437, H43 1.159, H65 1.138, H83 1.079
17 C 25.21 8.75 10.70  O8 1.431, C30 1.558, H59 1.059, H64 1.080
18 C 26.13 11.66 8.07  O1 1.426, H53 1.188, H72 1.088, H79 1.223
19 C 33.46 8.44 9.02  O2 1.471, C26 1.511, H60 1.040, H80 1.088
20 C 28.69 6.58 2.63  O4 1.440, H33 1.130, H66 1.037, H67 0.945
21 C 29.08 8.56 6.53  O10 1.417, H46 0.937, H69 1.192, H76 1.156
22 C 29.78 11.64 9.93  O9 1.389, H34 1.238, H39 1.151, H50 1.066
23 C 32.86 3.65 10.02  O3 1.394, C14 1.646, H52 1.066, H81 1.056
24 C 29.56 9.40 10.56  O9 1.401, C27 1.562, H31 1.181, H71 1.178
25 C 32.18 1.57 10.81  O3 1.448, H49 1.143, H70 1.043, H75 0.920
26 C 32.41 7.36 8.92  N11 1.502, C19 1.511, H61 1.165, H77 1.041
27 C 28.84 8.64 11.70  N12 1.496, C24 1.562, H68 1.038, H74 1.123
28 C 28.32 5.41 8.17  O7 1.388, H35 0.999, H41 1.111, H51 1.103
29 C 25.46 8.00 4.96  O5 1.430, H36 1.186, H38 1.045, H47 1.047
30 C 26.69 8.25 10.57  N12 1.508, C17 1.558, H56 1.248, H62 1.080
31 H 30.74 9.36 10.61  C24 1.181
32 H 31.62 4.84 8.75  C14 1.118
33 H 29.46 5.89 3.09  C20 1.130
34 H 29.72 10.94 8.91  C22 1.238
35 H 28.73 5.00 7.36  C28 0.999
36 H 26.45 8.22 4.35  C29 1.186
37 H 28.22 7.52 1.17  O4 0.964
38 H 25.51 6.99 5.23  C29 1.045
39 H 30.90 11.83 10.08  C22 1.151
40 H 27.40 10.03 8.10  O1 1.055
41 H 28.28 4.59 8.92  C28 1.111
42 H 32.24 11.18 7.02  C15 1.243
43 H 23.90 11.83 11.50  C16 1.159
44 H 28.27 9.42 4.47  O6 0.889
45 H 27.50 7.09 7.72  O7 1.019
46 H 29.41 9.44 6.42  C21 0.937
47 H 24.71 8.20 4.27  C29 1.047
48 H 26.98 8.49 12.68  N12 1.016
49 H 31.15 1.09 10.85  C25 1.143
50 H 29.33 12.60 9.82  C22 1.066
51 H 29.26 5.89 8.48  C28 1.103
52 H 33.38 3.26 9.17  C23 1.066
53 H 25.40 10.84 7.61  C18 1.188
54 H 27.05 11.30 4.85  C13 1.106
55 H 33.43 6.37 10.37  N11 0.963
56 H 26.87 7.02 10.58  C30 1.248
57 H 33.67 9.94 7.00  C15 1.054
58 H 27.63 11.80 3.22  C13 1.165
59 H 24.73 8.44 11.59  C17 1.059
60 H 33.93 8.45 9.95  C19 1.040
61 H 32.18 6.98 7.84  C26 1.165
62 H 27.16 8.34 9.61  C30 1.080
63 H 31.51 5.41 10.46  C14 1.037
64 H 24.78 8.72 9.72  C17 1.080
65 H 23.32 10.50 10.24  C16 1.138
66 H 28.67 7.39 3.28  C20 1.037
67 H 27.83 6.20 2.61  C20 0.945
68 H 29.12 8.84 12.68  C27 1.038
69 H 28.72 8.23 5.44  C21 1.192
70 H 32.66 1.64 11.74  C25 1.043
71 H 29.30 8.97 9.49  C24 1.178
72 H 25.57 12.07 8.90  C18 1.088
73 H 26.10 8.76 6.50  O5 0.846
74 H 29.21 7.58 11.61  C27 1.123
75 H 32.70 1.15 10.18  C25 0.920
76 H 29.58 7.85 7.28  C21 1.156
77 H 31.62 7.57 9.57  C26 1.041
78 H 26.23 10.48 3.64  C13 1.116
79 H 26.72 12.56 7.50  C18 1.223
80 H 34.34 8.20 8.44  C19 1.088
81 H 33.47 3.91 10.84  C23 1.056
82 H 31.92 9.27 6.84  C15 1.226
83 H 23.62 10.30 12.11  C16 1.079

Calculated values
LUMO energy in Eh: 0.091
Charge: -1
HOMO energy in eV: -5.146
Orbital gap in eV: 7.62

***

Which one sits at the bottom of the stability order? arrangement two does.

***

Arrangement one

Density functional theory data (ωB97M-V/def2-TZVPD) for a 2-piece molecular cluster, C4H10OS overall.

Bonds (Å) are listed after each position.
CARTESIAN COORDINATES (ANGSTROEM)
1 S -0.40 0.42 -0.40  O2 1.627, C5 1.862
2 O -0.20 0.95 1.12  S1 1.627, C4 1.407
3 C 1.01 -3.30 -0.17  C6 1.320, H11 1.068, H16 1.004
4 C 0.82 1.91 1.29  O2 1.407, H10 1.136, H14 1.135, H15 1.096
5 C -1.41 1.84 -1.06  S1 1.862, H7 1.094, H9 1.062, H12 1.037
6 C -0.13 -2.73 -0.53  C3 1.320, H8 1.004, H13 1.079
7 H -1.81 2.10 -0.07  C5 1.094
8 H -0.91 -2.94 0.06  C6 1.004
9 H -0.85 2.71 -1.31  C5 1.062
10 H 1.91 1.58 1.37  C4 1.136
11 H 0.98 -3.85 0.74  C3 1.068
12 H -2.05 1.48 -1.79  C5 1.037
13 H -0.03 -2.24 -1.49  C6 1.079
14 H 0.62 2.40 2.30  C4 1.135
15 H 0.61 2.73 0.61  C4 1.096
16 H 1.85 -3.07 -0.66  C3 1.004

Calculated values
LUMO energy in Eh: 0.033
HOMO energy in eV: -8.600
Orbital gap in eV: 9.49
SMILES: COSC.C=C

***

Arrangement two

Density functional theory data (ωB97M-V/def2-TZVPD) for a 2-piece molecular cluster, C4H10OS overall.

Bonds (Å) are listed after each position.
CARTESIAN COORDINATES (ANGSTROEM)
1 S -1.20 0.42 -2.75  C4 1.796, C6 1.828
2 O 1.91 1.50 1.66  C3 1.364, H7 0.963
3 C 1.74 0.32 2.32  O2 1.364, C5 1.323, H13 1.084
4 C -1.20 -1.38 -2.65  S1 1.796, H11 1.083, H14 1.093, H15 1.089
5 C 0.60 -0.11 2.84  C3 1.323, H8 1.084, H12 1.083
6 C -0.56 0.86 -1.10  S1 1.828, H9 1.083, H10 1.086, H16 1.091
7 H 1.04 1.90 1.58  O2 0.963
8 H -0.30 0.50 2.91  C5 1.084
9 H 0.51 1.00 -1.18  C6 1.083
10 H -1.05 1.77 -0.78  C6 1.086
11 H -0.37 -1.96 -3.01  C4 1.083
12 H 0.56 -1.14 3.18  C5 1.083
13 H 2.60 -0.33 2.19  C3 1.084
14 H -2.07 -1.76 -3.19  C4 1.093
15 H -1.37 -1.63 -1.60  C4 1.089
16 H -0.83 0.05 -0.42  C6 1.091

Calculated values
LUMO energy in Eh: 0.029
HOMO energy in eV: -8.533
Orbital gap in eV: 9.34
SMILES: C=CO.CSC

***

Which one sits at the bottom of the stability order? arrangement one does.

***

Arrangement one

Density functional theory data (ωB97M-V/def2-TZVPD) for an isolated molecule of C4H10OS.

Bonds (Å) are listed after each position.
CARTESIAN COORDINATES (ANGSTROEM)
1 S -2.39 -2.11 -0.85  C3 1.833, H15 1.338
2 O 0.42 1.35 1.39  C4 1.516, H9 0.953
3 C -1.55 -0.49 -0.67  S1 1.833, C5 1.574, H7 1.082, H8 1.193
4 C 1.71 0.92 0.72  O2 1.516, C6 1.510, H10 1.256, H11 1.166
5 C -0.01 -0.72 -0.43  C3 1.574, C6 1.577, H12 1.046, H16 1.138
6 C 1.00 0.49 -0.54  C4 1.510, C5 1.577, H13 1.063, H14 1.144
7 H -1.64 -0.01 -1.63  C3 1.082
8 H -1.94 -0.16 0.41  C3 1.193
9 H 0.66 1.48 2.30  O2 0.953
10 H 2.42 0.03 1.23  C4 1.256
11 H 2.39 1.87 0.67  C4 1.166
12 H 0.00 -0.89 0.60  C5 1.046
13 H 1.51 0.44 -1.47  C6 1.063
14 H 0.25 1.31 -0.80  C6 1.144
15 H -3.27 -1.97 0.15  S1 1.338
16 H 0.42 -1.54 -1.08  C5 1.138

Calculated values
LUMO energy in Eh: 0.030
HOMO energy in eV: -8.878
Orbital gap in eV: 9.70
SMILES: OCCCCS

***

Arrangement two

Density functional theory data (ωB97M-V/def2-TZVPD) for a 2-piece molecular cluster, C4H10OS overall.

Bonds (Å) are listed after each position.
CARTESIAN COORDINATES (ANGSTROEM)
1 S 0.52 1.63 2.27  C3 1.889, H8 1.344
2 O 0.14 -2.82 -2.63  C5 1.394, H12 0.966
3 C 0.59 1.58 0.38  S1 1.889, C6 1.524, H9 1.089, H11 1.082
4 C -0.88 -1.87 -0.73  C5 1.325, H10 1.075, H16 1.082
5 C 0.10 -1.86 -1.62  O2 1.394, C4 1.325, H15 1.083
6 C -0.84 1.57 -0.14  C3 1.524, H7 1.093, H13 1.088, H14 1.091
7 H -1.50 0.93 0.46  C6 1.093
8 H 0.36 0.31 2.42  S1 1.344
9 H 1.17 0.67 0.24  C3 1.089
10 H -1.72 -2.53 -0.80  C4 1.075
11 H 1.21 2.43 0.13  C3 1.082
12 H 0.54 -3.64 -2.31  O2 0.966
13 H -1.13 2.59 0.09  C6 1.088
14 H -1.03 1.12 -1.11  C6 1.091
15 H 1.03 -1.31 -1.55  C5 1.083
16 H -0.96 -1.00 -0.09  C4 1.082

Calculated values
LUMO energy in Eh: 0.028
HOMO energy in eV: -9.087
Orbital gap in eV: 9.86
SMILES: C=CO.CCS

***

Arrangement three

Density functional theory data (ωB97M-V/def2-TZVPD) for a 2-piece molecular cluster, C4H10OS overall.

Bonds (Å) are listed after each position.
CARTESIAN COORDINATES (ANGSTROEM)
1 S -2.51 1.37 0.62  C3 1.811, H12 1.350
2 O 1.94 -0.02 0.13  C4 1.220
3 C -1.26 2.60 1.08  S1 1.811, H11 1.103, H14 1.103, H16 1.103
4 C 1.30 -0.90 -0.42  O2 1.220, C5 1.511, C6 1.511
5 C 0.88 -2.15 0.31  C4 1.511, H7 1.103, H8 1.103, H15 1.103
6 C 0.89 -0.81 -1.87  C4 1.511, H9 1.103, H10 1.103, H13 1.103
7 H 1.23 -2.13 1.36  C5 1.103
8 H 1.30 -3.05 -0.18  C5 1.103
9 H 1.24 0.14 -2.31  C6 1.103
10 H -0.21 -0.85 -1.96  C6 1.103
11 H -1.71 3.47 1.60  C3 1.103
12 H -2.93 1.09 1.87  S1 1.350
13 H 1.33 -1.64 -2.44  C6 1.103
14 H -0.48 2.17 1.73  C3 1.103
15 H -0.22 -2.24 0.31  C5 1.103
16 H -0.80 2.95 0.15  C3 1.103

Calculated values
LUMO energy in Eh: 0.029
HOMO energy in eV: -9.089
Orbital gap in eV: 9.87
SMILES: CC(C)=O.CS

***

Which one sits at the bottom of the stability order? arrangement one does.

***

Arrangement one

Density functional theory data (ωB97M-V/def2-TZVPD) for a 2-piece molecular cluster, C4H10OS overall.

Bonds (Å) are listed after each position.
CARTESIAN COORDINATES (ANGSTROEM)
1 S -0.63 0.56 -1.92  C4 1.835, H7 1.324
2 O -0.17 1.49 1.15  H15 0.927
3 C 1.97 0.46 -0.03  C5 1.482, H9 1.178, H10 1.035, H16 1.180
4 C -0.26 -0.67 -0.60  S1 1.835, C5 1.450, C6 1.519, H12 1.141
5 C 0.69 -0.18 0.38  C3 1.482, C4 1.450, H11 1.085
6 C -1.59 -0.92 0.09  C4 1.519, H8 1.079, H13 1.121, H14 1.076
7 H -1.58 1.28 -1.33  S1 1.324
8 H -1.91 0.01 0.55  C6 1.079
9 H 1.72 1.46 -0.59  C3 1.178
10 H 2.45 0.56 0.88  C3 1.035
11 H 0.64 -0.62 1.37  C5 1.085
12 H 0.10 -1.57 -1.19  C4 1.141
13 H -2.35 -1.19 -0.69  C6 1.121
14 H -1.52 -1.88 0.57  C6 1.076
15 H -0.15 1.46 2.08  O2 0.927
16 H 2.61 -0.24 -0.73  C3 1.180

Calculated values
LUMO energy in Eh: 0.010
HOMO energy in eV: -9.081
Orbital gap in eV: 9.35

***

Arrangement two

Density functional theory data (ωB97M-V/def2-TZVPD) for a 2-piece molecular cluster, C4H10OS overall.

Bonds (Å) are listed after each position.
CARTESIAN COORDINATES (ANGSTROEM)
1 S 3.32 0.27 0.02  H16 1.475
2 O 0.43 2.09 -0.23  C5 1.478, H14 1.034
3 C -1.71 1.13 0.27  C5 1.524, H7 1.183, H11 1.082, H13 1.074
4 C 0.29 -0.23 0.27  C5 1.396, C6 1.425, H10 1.130
5 C -0.35 0.84 -0.35  O2 1.478, C3 1.524, C4 1.396, H15 1.068
6 C 0.32 -1.57 -0.23  C4 1.425, H8 1.158, H9 1.035, H12 1.179
7 H -1.92 2.15 -0.29  C3 1.183
8 H 0.17 -2.37 0.60  C6 1.158
9 H -0.33 -1.60 -1.03  C6 1.035
10 H 0.93 -0.08 1.20  C4 1.130
11 H -1.50 1.32 1.32  C3 1.082
12 H 1.38 -1.87 -0.65  C6 1.179
13 H -2.54 0.47 0.06  C3 1.074
14 H 1.35 1.63 -0.22  O2 1.034
15 H -0.53 0.72 -1.39  C5 1.068
16 H 3.61 -0.84 0.94  S1 1.475

Calculated values
LUMO energy (spin up / spin down) in Eh: -0.074 / -0.074
HOMO energy (spin up / spin down) in eV: -8.071 / -8.076
Orbital gap (spin up / spin down) in eV: 6.06 / 6.07

***

Arrangement three

Density functional theory data (ωB97M-V/def2-TZVPD) for a 2-piece molecular cluster, C4H10OS overall.

Bonds (Å) are listed after each position.
CARTESIAN COORDINATES (ANGSTROEM)
1 S -0.83 0.87 1.84  C3 1.840, H10 1.339
2 O 1.95 1.01 -2.92  C5 1.369, H12 0.964
3 C -1.67 -0.75 1.62  S1 1.840, C6 1.513, H7 1.085, H14 1.085
4 C 2.22 0.31 -0.70  C5 1.318, H9 1.078, H15 1.080
5 C 2.74 0.62 -1.87  O2 1.369, C4 1.318, H11 1.081
6 C -2.74 -0.62 0.56  C3 1.513, H8 1.086, H13 1.087, H16 1.088
7 H -2.12 -1.04 2.56  C3 1.085
8 H -2.32 -0.36 -0.42  C6 1.086
9 H 2.86 -0.04 0.10  C4 1.078
10 H 0.08 0.43 2.71  S1 1.339
11 H 3.80 0.55 -2.07  C5 1.081
12 H 2.49 1.47 -3.57  O2 0.964
13 H -3.46 0.14 0.85  C6 1.087
14 H -0.89 -1.45 1.35  C3 1.085
15 H 1.16 0.42 -0.52  C4 1.080
16 H -3.27 -1.56 0.47  C6 1.088

Calculated values
LUMO energy in Eh: 0.033
HOMO energy in eV: -8.938
Orbital gap in eV: 9.83
SMILES: C=CO.CCS

***

Which one sits at the bottom of the stability order? arrangement two does.